17
Properties=species:S:1:pos:R:3:forces:R:3 method="wB97M-V/def2-TZVPD" e_above_lowest_kj_mol=0.7 lumo_energy_ev=-0.11 homo_ev=-9.42 total_energy_ev=-220200.3375 orbital_gap_ha=0.3421
C 1.72847 -3.13553 0.14547 2.1 0.8 1.5
Br -0.06623 -3.63369 0.23148 -0.6 -0.5 0.0
Br 2.37323 -2.65485 -1.57946 -0.4 0.6 -0.6
Br 3.09054 -4.45039 0.72220 -0.7 -0.3 0.4
H 1.91006 -2.31526 0.90097 -0.4 -0.8 -1.3
F -3.26251 1.63357 0.92423 -0.2 -0.1 0.3
C -1.99574 1.49909 0.50867 -0.1 -0.3 -0.7
C -1.23621 2.62493 0.29737 0.7 -0.1 0.5
C 0.05387 2.38926 -0.15796 1.2 2.8 -0.9
C 0.54915 1.17639 -0.56545 -0.6 0.0 0.3
C -0.27998 0.08599 -0.38865 0.7 -0.1 -0.2
C -1.53370 0.22996 0.16186 -0.2 0.1 0.3
H -1.52580 3.65343 0.53064 -0.3 -0.6 0.0
H 0.67077 3.31840 -0.32909 -0.5 -1.2 0.3
H 1.51615 1.05856 -1.02187 0.2 0.1 0.0
H 0.15050 -0.84447 -0.72207 -0.5 -0.5 0.1
H -2.14256 -0.63541 0.34168 -0.4 -0.1 0.0

73
Properties=species:S:1:pos:R:3:forces:R:3 method="wB97M-V/def2-TZVPD" lumo_energy_ev=-9.08 homo_ev=-10.24 total_charge=+2 total_energy_ev=-82878.2371 orbital_gap_ha=0.0424
I 0.97390 -0.03304 2.16332 -0.2 0.4 0.1
C 0.26864 0.79233 0.28845 0.6 -1.3 -0.6
C 1.65262 0.90726 -0.52991 -1.5 0.0 -0.5
C 1.29626 0.10845 -1.80502 0.2 1.6 -0.1
N 0.50501 -1.00848 -1.17385 0.8 -0.5 -0.3
C -0.60547 -0.26155 -0.49150 0.6 0.2 0.6
C -1.66144 -1.05421 0.28155 -1.6 -0.3 -1.3
C -3.01004 -0.99439 -0.51727 1.0 1.3 0.8
C -3.59705 0.45372 -0.71830 2.0 -4.2 0.2
O -4.11682 -0.56420 0.19562 0.0 0.8 -1.0
H -0.32752 1.70324 0.33898 0.5 0.1 0.5
H 1.81782 1.97506 -0.67366 0.6 -0.3 -0.3
H 2.50740 0.38645 -0.09426 -0.1 0.5 0.5
H 0.66340 0.83430 -2.37445 -0.1 -0.8 0.1
H 2.08789 -0.16896 -2.50184 0.1 -0.5 0.6
H 0.27443 -1.82502 -1.75053 -0.3 0.3 -0.2
H 1.14684 -1.38222 -0.45132 -0.2 -0.1 0.1
H -1.13588 0.19628 -1.36205 0.1 0.2 0.6
H -1.90778 -0.59431 1.23992 0.5 -0.1 0.1
H -1.43063 -2.11827 0.38930 0.4 0.3 0.4
H -3.14153 -1.71024 -1.33155 -0.3 -0.1 0.3
H -3.84876 0.30828 -1.76369 -1.1 1.5 0.2
H -2.80936 1.07430 -0.31100 -0.9 1.0 0.0
C -0.64285 0.08242 6.83958 0.3 -0.1 -0.1
O -0.54477 0.08146 8.05185 -0.1 0.1 0.1
N 0.39435 -0.28288 6.03029 0.1 -0.1 0.0
N -1.80896 0.45891 6.22483 -0.4 0.0 -0.1
H 0.37610 -0.30742 5.02672 -0.2 0.1 0.2
H 1.24631 -0.55181 6.49259 0.0 0.0 0.0
H -2.55551 0.71958 6.85747 0.3 0.0 -0.2
H -1.94549 0.48770 5.23280 0.1 -0.1 0.0
C -4.72250 4.67000 -3.14425 0.1 0.0 0.0
C -5.08885 3.57814 -2.36768 0.1 -0.1 0.0
C -4.91959 3.61808 -0.98932 0.0 0.0 0.0
C -4.39240 4.75308 -0.38697 0.0 0.0 0.0
C -4.02933 5.84580 -1.16358 0.0 0.0 0.0
C -4.19052 5.80292 -2.54197 0.0 0.0 0.0
H -4.85297 4.63934 -4.21869 0.0 0.0 0.0
H -5.50802 2.69552 -2.83710 -0.1 0.0 0.0
H -5.20082 2.76478 -0.38369 -0.1 0.0 0.0
H -4.26511 4.78684 0.68811 0.0 0.0 0.0
H -3.62079 6.73155 -0.69436 0.0 0.0 0.0
H -3.90382 6.65324 -3.14684 0.0 0.0 0.0
C 4.82025 -0.91275 3.22270 -0.2 -0.8 -0.9
O 3.94745 -0.10191 3.63225 -0.1 0.4 0.4
O 4.31963 -1.87652 2.36570 -0.2 0.3 0.1
O 6.01574 -0.94316 3.45847 0.0 0.6 0.7
H 3.40365 -1.56494 2.40206 -0.1 -0.6 -0.3
Li -0.96023 0.33521 -3.30094 -0.4 0.1 -0.4
O -3.16696 1.99755 8.22418 -2.6 1.0 -0.6
H -2.35626 2.20773 8.69694 0.1 0.1 0.1
F 8.02395 -2.33761 2.96159 -1.1 0.3 -0.3
P 8.74323 -1.95497 1.52799 0.8 0.1 0.3
F 8.18024 -3.40765 0.99865 -0.7 -0.4 0.8
F 9.96199 -1.78672 2.61307 0.9 -0.4 -0.6
F 9.08968 -0.41327 1.07763 0.7 0.4 0.6
F 7.26533 -1.35450 1.07398 -0.9 -1.0 -0.8
F 9.89190 -2.40256 0.44741 0.3 0.9 -0.5
O 6.48534 -1.14068 -1.94489 -0.3 0.0 -0.1
H 7.02308 -1.29349 -1.15203 0.0 0.1 0.2
H 5.84308 -1.85516 -1.92672 0.2 -0.1 0.1
O -0.01764 -1.69440 -6.21322 0.0 0.0 -0.2
H -0.08224 -1.02368 -6.93353 0.1 -0.1 0.0
H 0.87950 -1.69030 -5.79727 0.0 -0.1 -0.1
H -0.25557 -2.59581 -6.53984 0.1 -0.1 0.1
C -3.01149 -4.70304 -4.78544 -0.1 -0.2 0.0
N -1.60930 -4.20877 -4.67545 -0.3 -0.3 0.2
O -0.72752 -4.89289 -5.12898 0.2 0.4 -0.2
O -1.42883 -3.11980 -4.12809 0.0 0.1 -0.1
H -2.99962 -5.66353 -5.28832 0.1 0.0 0.0
H -3.40530 -4.79736 -3.77690 0.0 0.1 0.0
H -3.57348 -3.97009 -5.35885 0.0 0.1 0.1
Mg -4.84050 2.85462 7.93830 2.4 -1.0 0.8

15
Properties=species:S:1:pos:R:3:forces:R:3 method="wB97M-V/def2-TZVPD" e_above_lowest_kj_mol=389.6 lumo_energy_ev=0.76 homo_ev=-8.51 total_energy_ev=-7828.2822 orbital_gap_ha=0.3408
C 0.31851 0.72330 0.58541 -1.2 -2.5 -0.5
C -0.73150 0.09787 1.59355 -1.1 1.7 -0.5
C 0.06568 -0.48622 -1.57571 -0.4 -0.2 -2.0
C 1.07695 -0.19671 -0.43581 -1.2 0.1 0.8
N 0.16303 1.93607 0.14560 1.2 1.6 3.2
O 0.78252 2.39535 -0.84054 -0.1 0.7 -1.0
H -1.23657 0.79358 2.30722 0.8 0.6 -0.8
H -0.35540 -0.58126 2.35033 0.3 -0.8 -0.8
H -1.68198 -0.22324 1.02872 1.8 -0.4 0.6
H 0.44927 -0.96068 -2.62313 -0.5 0.9 2.8
H -0.39225 0.48510 -1.87471 0.4 -0.6 0.1
H -0.78809 -1.09391 -1.18459 0.8 0.2 -0.4
H 1.99199 0.26597 -0.80618 -0.3 0.3 0.1
H 1.35190 -1.10787 0.09151 0.0 -0.2 0.0
H -0.07619 2.66323 0.92165 -0.6 -1.3 -1.6